No. 1
The following is a quantum chemistry calculation of a structure of composition C48H40N2OP2Ru, from the OMol25 dataset.

Largest force on an atom in eV Å⁻¹: 1.413
Energy relative to the best compared isomer or geometry (same formula, charge and spin) in eV: 0.000
Molecular weight in g/mol: 823.879
HOMO level (alpha / beta) in eV: -18.61 / -18.83
E_tot in hartree: -2814.0370
Expectation value of S²: 6.04

```
! wB97M-V def2-TZVPD RIJCOSX def2/J DEFGRID3
* xyz 4 5
Ru -0.215 0.885 0.595
C 2.795 -4.946 -2.200
C 2.168 -3.692 -2.849
C 2.198 -3.794 -4.389
C 0.709 -3.623 -2.418
C -0.234 -4.592 -2.747
C -1.538 -4.462 -2.297
C -1.981 -3.380 -1.507
C -1.111 -2.385 -1.178
P -1.682 -1.084 -0.005
C -3.201 -0.500 -0.691
C -4.156 -0.018 0.213
C -5.393 0.375 -0.260
C -5.657 0.312 -1.633
C -4.686 -0.103 -2.533
C -3.444 -0.502 -2.068
C -1.931 -1.958 1.544
C -0.899 -2.086 2.468
C -1.074 -2.928 3.559
C -2.276 -3.610 3.706
C -3.302 -3.497 2.779
C -3.136 -2.655 1.697
C 0.212 -2.549 -1.638
O 1.030 -1.587 -1.212
C 2.328 -1.534 -1.565
C 2.968 -0.416 -1.025
C 4.282 -0.215 -1.353
C 4.925 -1.130 -2.205
C 4.285 -2.249 -2.695
C 2.935 -2.485 -2.381
P 2.113 0.748 0.077
C 1.680 2.224 -0.843
C 1.616 2.149 -2.258
C 1.646 3.311 -2.986
C 1.681 4.547 -2.341
C 1.718 4.624 -0.958
C 1.737 3.469 -0.201
C 3.032 1.110 1.540
C 2.696 0.514 2.761
C 3.471 0.763 3.884
C 4.564 1.624 3.780
C 4.887 2.227 2.561
C 4.132 1.975 1.439
H 2.274 -5.845 -2.534
H 2.729 -4.858 -1.119
H 3.846 -5.053 -2.481
H 1.643 -4.684 -4.714
H 3.228 -3.911 -4.744
H 1.754 -2.902 -4.847
H 0.038 -5.452 -3.341
H -2.254 -5.226 -2.576
H -3.015 -3.389 -1.196
H -3.965 -0.025 1.284
H -6.158 0.708 0.420
H -6.649 0.569 -1.992
H -4.909 -0.134 -3.596
H -2.689 -0.839 -2.781
H 0.057 -1.606 2.296
H -0.287 -3.073 4.283
H -2.424 -4.277 4.536
H -4.210 -4.064 2.910
H -3.924 -2.543 0.964
H 4.838 0.651 -0.997
H 5.965 -0.974 -2.472
H 4.835 -2.952 -3.310
H 1.657 1.188 -2.759
H 1.673 3.270 -4.075
H 1.727 5.458 -2.936
H 1.736 5.578 -0.461
H 1.853 3.551 0.879
H 1.886 -0.213 2.801
H 3.232 0.287 4.822
H 5.200 1.832 4.640
H 5.747 2.887 2.497
H 4.398 2.400 0.467
N -0.760 1.130 2.729
C -1.488 2.394 2.949
C -1.732 2.985 4.158
C -2.391 4.242 4.226
C -2.803 4.853 3.080
C -2.571 4.243 1.810
C -2.931 4.852 0.590
C -2.677 4.225 -0.601
C -2.072 2.972 -0.573
N -1.653 2.395 0.555
C -1.897 3.024 1.769
H 0.128 1.195 3.235
H -1.239 0.333 3.135
H -1.386 2.539 5.089
H -2.594 4.706 5.173
H -3.353 5.799 3.096
H -3.414 5.828 0.605
H -2.978 4.634 -1.574
H -1.910 2.409 -1.486
*
```

No. 2
The following is a quantum chemistry calculation of a structure of composition C16H26B3F4N10O4SSr, from the OMol25 dataset.

Largest force on an atom in eV Å⁻¹: 5.225
Energy relative to the best compared isomer or geometry (same formula, charge and spin) in eV: 0.000
Molecular weight in g/mol: 650.565
HOMO level in eV: -11.72
E_tot in hartree: -2376.8356

```
! wB97M-V def2-TZVPD RIJCOSX def2/J DEFGRID3
* xyz 1 1
Sr -0.468 0.350 -0.488
C -4.742 0.820 2.875
C -3.385 0.445 2.262
N -2.256 0.989 2.455
O -2.221 2.028 3.337
B -1.042 2.381 3.954
F -1.205 3.478 4.653
F 0.094 1.724 3.893
O 2.836 1.203 0.556
N 2.071 0.114 0.135
C 2.327 -0.963 0.863
C 3.361 -0.958 2.002
C 1.469 -2.184 0.549
N 0.471 -1.877 -0.189
O -0.316 -2.946 -0.578
B -1.524 -3.055 0.244
F -2.115 -4.277 0.026
F -1.197 -2.943 1.592
O -2.574 -2.036 -0.198
N -2.620 -0.795 0.408
C -3.302 -0.801 1.447
C -4.163 -1.900 1.996
C 1.700 -3.477 1.300
H -4.643 1.790 3.317
H -5.003 0.110 3.657
H -5.503 0.817 2.084
H 4.152 -0.270 1.790
H 3.605 -1.959 2.278
H 2.892 -0.642 2.917
H -4.011 -2.814 1.447
H -5.214 -1.612 1.868
H -3.953 -2.111 3.070
H 2.732 -3.878 1.257
H 1.011 -4.277 1.105
H 1.583 -3.138 2.340
B 3.001 2.128 -0.521
N 4.232 1.982 -1.224
C 5.059 0.899 -1.119
C 6.133 1.145 -1.892
C 6.015 2.538 -2.221
N 4.857 3.038 -1.877
N 1.822 2.972 -0.868
C 1.668 3.865 -1.870
C 0.575 4.636 -1.666
C 0.215 4.223 -0.327
N 0.916 3.236 0.158
H -0.324 5.768 2.520
H -0.848 6.059 2.296
H 4.807 0.002 -0.556
H 6.985 0.535 -2.137
H 6.679 3.197 -2.727
H 2.362 3.905 -2.689
H 0.173 5.427 -2.297
H -0.613 4.591 0.260
C -2.515 -3.820 -3.410
N -2.290 -2.443 -2.976
C -1.781 -1.455 -3.658
N -1.585 -1.609 -4.981
S -1.357 0.088 -3.064
H -2.772 -4.401 -2.545
H -1.600 -4.223 -3.828
H -3.356 -3.983 -4.126
H -2.452 -2.323 -1.972
H -1.866 -2.407 -5.541
H -0.986 -0.903 -5.370
*
```

No. 3
The following is a quantum chemistry calculation of a cluster of 2 separate species, CI3O2S in total, from the OMol25 dataset.

Largest force on an atom in eV Å⁻¹: 2.294
Energy relative to the best compared isomer or geometry (same formula, charge and spin) in eV: 1.678
Molecular weight in g/mol: 456.788
HOMO level (alpha / beta) in eV: -4.76 / -4.76
E_tot in hartree: -1479.8419

```
! wB97M-V def2-TZVPD RIJCOSX def2/J DEFGRID3
* xyz -1 1
C 0.124 0.091 -0.722
O -0.821 -1.361 1.129
O -0.764 1.087 1.557
S -0.067 -0.139 1.299
I -0.511 1.936 -1.470
I -0.942 -1.417 -1.660
I 2.982 -0.198 -0.134
*
```

Which formula does entry 1 have? C48H40N2OP2Ru